{
  "formula": "C40H37ClN5OPReS",
  "method": "ωB97M-V/def2-TZVPD",
  "multiplicity": 4,
  "largest_force_ev_per_a": 0.42,
  "homo_energy_ev": [-17.98, -17.98],
  "energy_ev": -86316.01303,
  "total_charge": 4,
  "elements": ["Re", "Cl", "C", "C", "C", "C", "C", "C", "P", "C", "C", "C", "C", "C", "C", "C", "C", "C", "C", "C", "C", "H", "H", "H", "H", "H", "H", "H", "H", "H", "H", "H", "H", "H", "H", "C", "C", "C", "C", "C", "C", "N", "N", "C", "C", "C", "C", "C", "N", "H", "H", "H", "H", "H", "H", "H", "H", "H", "C", "C", "C", "N", "C", "S", "N", "C", "O", "C", "C", "C", "C", "C", "C", "H", "H", "H", "H", "H", "H", "H", "H", "H", "H", "H", "H", "H", "H"],
  "xyz": [[0.480, -0.294, 0.327], [2.285, 0.814, 1.583], [3.732, 0.871, 0.496], [4.918, 1.214, 1.092], [6.039, 1.260, 0.261], [5.934, 0.960, -1.090], [4.709, 0.611, -1.644], [3.564, 0.568, -0.844], [1.965, 0.218, -1.578], [2.177, -1.118, -2.724], [1.668, -1.053, -4.027], [1.926, -2.093, -4.907], [2.675, -3.187, -4.493], [3.185, -3.252, -3.196], [2.936, -2.224, -2.309], [1.279, 1.695, -2.304], [1.964, 2.908, -2.198], [1.413, 4.054, -2.756], [0.185, 3.992, -3.402], [-0.507, 2.784, -3.496], [0.031, 1.637, -2.943], [4.993, 1.432, 2.150], [6.997, 1.526, 0.689], [6.813, 0.995, -1.720], [4.638, 0.376, -2.699], [1.117, -0.190, -4.371], [1.558, -2.039, -5.923], [2.883, -3.988, -5.191], [3.794, -4.095, -2.896], [3.368, -2.257, -1.313], [2.935, 2.961, -1.720], [1.954, 4.990, -2.704], [-0.231, 4.885, -3.851], [-1.452, 2.741, -4.023], [-0.503, 0.696, -3.040], [-1.911, -4.537, -2.595], [-2.984, -3.663, -2.421], [-2.806, -2.453, -1.781], [-1.529, -2.134, -1.308], [-0.452, -3.003, -1.475], [-0.644, -4.208, -2.124], [-1.285, -0.880, -0.677], [-2.227, -0.046, -0.703], [-1.951, 1.208, -0.181], [-2.944, 2.161, -0.172], [-2.631, 3.437, 0.302], [-1.338, 3.698, 0.722], [-0.386, 2.689, 0.683], [-0.683, 1.451, 0.251], [-2.066, -5.482, -3.101], [-3.966, -3.931, -2.790], [-3.638, -1.775, -1.647], [0.540, -2.734, -1.126], [0.181, -4.893, -2.251], [-3.931, 1.902, -0.532], [-3.390, 4.210, 0.332], [-1.050, 4.676, 1.083], [0.631, 2.872, 0.999], [-3.422, -4.182, 4.156], [-3.741, -3.993, 2.678], [-2.574, -4.347, 1.771], [-1.488, -3.346, 1.957], [-0.210, -3.454, 1.713], [0.812, -1.975, 1.891], [0.463, -4.544, 1.432], [0.015, -5.998, 1.258], [0.007, -6.366, 0.126], [-0.296, -6.719, 2.476], [-0.074, -6.179, 3.749], [-0.364, -6.936, 4.869], [-0.873, -8.223, 4.724], [-1.095, -8.764, 3.460], [-0.802, -8.020, 2.333], [-4.277, -3.911, 4.773], [-2.581, -3.563, 4.480], [-3.176, -5.224, 4.369], [-4.065, -2.966, 2.471], [-4.576, -4.630, 2.385], [-2.849, -4.330, 0.713], [-2.193, -5.333, 2.023], [-1.802, -2.442, 2.284], [1.428, -4.422, 1.155], [0.345, -5.187, 3.876], [-0.185, -6.532, 5.857], [-1.094, -8.811, 5.606], [-1.486, -9.767, 3.356], [-0.951, -8.432, 1.343]],
  "forces_ev_per_angstrom": [[-0.252, -0.096, 0.039], [0.018, -0.073, -0.100], [-0.104, 0.001, 0.111], [0.029, 0.007, -0.019], [0.017, 0.005, 0.027], [0.014, -0.006, -0.022], [0.001, 0.008, -0.035], [-0.014, 0.019, 0.036], [0.202, 0.158, -0.042], [-0.065, -0.070, -0.018], [-0.001, -0.024, 0.000], [-0.027, 0.020, 0.015], [0.012, -0.015, 0.001], [-0.019, -0.024, -0.015], [0.026, 0.008, 0.082], [-0.024, -0.013, -0.002], [0.045, 0.007, 0.002], [0.008, 0.012, -0.003], [-0.002, 0.002, -0.003], [-0.004, 0.001, -0.010], [-0.017, -0.007, -0.003], [0.003, -0.006, -0.022], [-0.012, -0.005, -0.010], [-0.014, 0.001, 0.013], [0.007, -0.001, 0.006], [0.012, 0.000, -0.013], [0.007, 0.001, 0.005], [0.003, 0.003, 0.004], [-0.006, 0.012, 0.004], [-0.019, -0.004, -0.020], [-0.029, 0.002, -0.003], [-0.013, -0.023, 0.001], [0.003, -0.008, 0.005], [0.013, 0.002, 0.016], [-0.003, 0.020, 0.015], [-0.020, -0.013, -0.014], [-0.016, -0.010, -0.003], [-0.062, -0.047, 0.010], [0.020, 0.113, 0.079], [0.082, -0.045, 0.021], [-0.018, 0.056, 0.052], [0.066, -0.101, -0.044], [-0.026, 0.129, 0.032], [-0.018, -0.103, -0.051], [-0.029, 0.078, 0.019], [-0.043, -0.021, -0.018], [0.027, 0.010, 0.008], [-0.015, -0.025, -0.011], [0.043, 0.118, 0.017], [0.002, 0.003, 0.002], [0.012, -0.003, -0.010], [0.044, -0.022, -0.006], [-0.006, -0.015, -0.008], [0.033, -0.034, -0.017], [0.024, 0.003, 0.007], [0.019, -0.015, 0.000], [-0.002, 0.002, -0.001], [-0.001, 0.008, 0.005], [-0.015, -0.016, 0.006], [0.002, 0.039, -0.017], [0.008, -0.037, -0.001], [-0.110, 0.084, -0.053], [0.056, -0.110, -0.033], [0.135, -0.013, -0.095], [0.119, 0.187, 0.067], [-0.280, -0.190, -0.247], [0.044, 0.068, 0.091], [0.144, -0.035, 0.026], [-0.025, -0.034, 0.094], [0.016, 0.067, -0.014], [-0.032, 0.007, 0.003], [0.020, 0.013, -0.035], [0.000, -0.015, 0.023], [0.001, -0.001, -0.014], [0.001, -0.013, 0.009], [0.013, 0.030, -0.004], [-0.006, 0.002, -0.002], [-0.017, -0.022, 0.012], [0.007, 0.002, 0.014], [-0.022, 0.030, 0.010], [-0.019, -0.021, 0.052], [0.038, 0.013, 0.027], [-0.004, -0.029, -0.023], [0.002, -0.025, -0.019], [0.006, -0.002, -0.022], [0.009, 0.015, 0.021], [0.003, 0.021, 0.014]],
  "lowdin_charge": [1.08, 0.73, -0.51, -0.04, 0.02, 0.01, -0.03, -0.39, 0.99, -0.38, -0.04, -0.01, 0.00, -0.03, -0.10, -0.37, -0.05, -0.02, -0.01, -0.03, -0.12, 0.14, 0.14, 0.14, 0.14, 0.11, 0.13, 0.14, 0.13, 0.12, 0.12, 0.13, 0.13, 0.13, 0.10, 0.01, -0.01, 0.01, -0.26, -0.06, -0.03, -0.10, 0.15, -0.31, 0.08, 0.05, 0.03, -0.07, -0.08, 0.14, 0.14, 0.12, 0.06, 0.12, 0.15, 0.15, 0.15, 0.10, -0.08, -0.22, -0.13, 0.08, -0.67, 0.67, 0.14, -0.34, 0.17, -0.19, -0.03, -0.04, -0.01, -0.02, 0.02, 0.09, 0.07, 0.08, 0.11, 0.13, 0.13, 0.11, 0.13, 0.15, 0.11, 0.12, 0.13, 0.13, 0.13]
}